# 1
{
  "formula": "C16H23N7O6Pr",
  "method": "ωB97M-V/def2-TZVPD",
  "elements": ["Pr", "O", "C", "C", "N", "C", "C", "O", "O", "C", "C", "O", "O", "H", "H", "H", "H", "H", "H", "H", "H", "H", "C", "C", "O", "N", "C", "C", "C", "C", "C", "C", "N", "H", "H", "H", "H", "H", "H", "H", "H", "H", "H", "N", "C", "N", "N", "C", "N", "H", "H", "H", "H"],
  "xyz": [[0.2497, 0.2912, -0.1135], [-1.4446, 1.8359, -1.0463], [-1.8914, 1.4192, -2.3687], [-0.7680, 1.7045, -3.3662], [0.4496, 0.9689, -3.0463], [1.6372, 1.8884, -3.0923], [1.7571, 2.8629, -1.8214], [2.2304, 3.9783, -1.9907], [1.3761, 2.3220, -0.7148], [0.4884, -0.3607, -3.8476], [0.4374, -1.5735, -2.9625], [0.0349, -2.6791, -3.3878], [0.9013, -1.3647, -1.7670], [-1.2729, 2.7732, -1.0528], [-2.1535, 0.3527, -2.3357], [-2.7375, 2.0394, -2.6760], [-1.1077, 1.5636, -4.4065], [-0.5770, 2.7901, -3.2814], [2.5363, 1.2522, -3.0137], [1.6082, 2.5448, -3.9737], [-0.3927, -0.3490, -4.5278], [1.4079, -0.4035, -4.4368], [4.0535, -0.7524, 2.5979], [2.8899, 0.1572, 2.3157], [2.1038, -0.0231, 1.2807], [2.6176, 1.1823, 3.1263], [1.5256, 2.1137, 2.9258], [0.1502, 1.6202, 3.3104], [-0.2191, 1.6452, 4.6573], [-1.4796, 1.2611, 5.0484], [-2.3689, 0.9343, 4.0429], [-1.9128, 0.8417, 2.7303], [-0.7109, 1.2640, 2.3441], [4.7150, -0.7708, 1.7220], [3.7110, -1.7773, 2.7401], [4.6015, -0.4058, 3.4571], [3.2512, 1.3649, 3.8928], [1.5188, 2.3171, 1.8451], [1.7570, 3.0142, 3.4872], [0.5162, 1.9844, 5.3967], [-1.7411, 1.2141, 6.1067], [-3.3927, 0.7086, 4.2652], [-2.5462, 0.4454, 1.9075], [-1.3376, -4.4278, -1.8590], [-2.3431, -4.4581, -0.9769], [-2.9603, -5.6059, -0.6916], [-2.7672, -3.4073, -0.2569], [-2.1679, -2.2617, -0.2365], [-1.7732, -1.1467, -0.1148], [-1.1061, -5.2569, -2.3900], [-0.9218, -3.5762, -2.2778], [-2.7273, -6.4673, -1.1833], [-3.7047, -5.5878, 0.0161]],
  "atomic_forces_ev_per_a": [[1.017, 0.555, -1.824], [-0.733, -1.174, -0.180], [0.416, 0.539, -0.652], [-0.188, 0.612, 0.237], [0.119, -0.657, -0.244], [-0.252, -0.308, 0.803], [0.170, -0.036, -1.400], [-0.533, -1.072, 0.280], [-0.477, -0.760, 0.803], [-0.452, 2.130, 0.048], [0.456, -1.094, 1.229], [0.233, 1.644, 0.335], [-0.787, 0.038, 0.083], [0.248, 0.623, -0.023], [-0.016, 0.381, 0.276], [-0.253, -0.347, 0.270], [-0.014, -0.116, 0.296], [0.118, -0.317, -0.050], [-0.227, 0.372, -0.460], [0.338, -0.405, 0.062], [0.769, -0.204, 0.300], [-0.104, -0.019, -0.058], [-0.283, 0.303, -0.705], [-2.272, 0.041, -2.228], [2.042, 0.043, 2.769], [0.711, -0.863, 0.370], [-0.259, 0.028, -1.239], [-0.265, 0.463, 0.714], [1.112, 0.095, -0.024], [-0.203, 0.116, 0.064], [0.022, -0.549, -0.301], [-1.012, 0.288, -0.582], [1.016, -0.881, 0.079], [-0.192, 0.119, 0.180], [-0.141, 0.106, 0.090], [0.248, -0.018, 0.332], [-0.071, -0.171, -0.097], [-0.024, 0.463, 0.280], [0.049, 0.088, -0.126], [-0.276, -0.238, -0.284], [-0.104, 0.202, -0.378], [-0.285, -0.292, 0.041], [0.263, 0.446, 0.787], [-0.570, -0.199, 0.100], [0.756, 0.407, 0.004], [-0.487, -0.664, 0.095], [0.520, 0.701, -0.143], [-0.076, 1.064, 0.067], [-0.447, -1.905, -0.107], [-0.131, 0.046, 0.210], [0.072, -0.051, 0.228], [-0.292, 0.529, 0.373], [0.732, -0.099, -0.698]],
  "lowdin_spin": [2.020, -0.003, 0.000, 0.000, -0.001, 0.000, 0.000, -0.001, -0.004, 0.000, 0.000, 0.000, -0.004, 0.000, 0.000, 0.000, 0.000, 0.000, 0.000, 0.000, 0.000, 0.000, 0.000, 0.000, -0.004, 0.001, 0.000, 0.000, 0.000, 0.000, 0.000, 0.000, -0.002, 0.000, 0.000, 0.000, 0.000, 0.000, 0.000, 0.000, 0.000, 0.000, 0.000, 0.000, 0.000, 0.000, 0.000, 0.000, -0.003, 0.000, 0.000, 0.000, 0.000],
  "multiplicity": 3,
  "largest_force_ev_per_a": 3.44,
  "relative_energy_kcal_mol": 0.00,
  "total_charge": 1,
  "homo_ev": [-11.20, -11.20]
}

=====

# 2
{
  "formula": "C3H9NO",
  "method": "ωB97M-V/def2-TZVPD",
  "elements": ["N", "C", "C", "C", "O", "H", "H", "H", "H", "H", "H", "H", "H", "H"],
  "xyz": [[0.0957, -1.9843, -1.3997], [0.3907, -1.2621, -0.1639], [-0.2236, 0.1281, -0.1827], [0.0752, 0.9818, 1.0280], [-0.4229, 2.2991, 0.8642], [0.8607, -2.6129, -1.6069], [-0.7777, -2.4972, -1.3804], [1.4858, -1.2104, -0.0887], [0.0489, -1.7424, 0.7786], [0.0638, 0.6789, -1.0899], [-1.3122, 0.0344, -0.2231], [-0.4312, 0.5952, 1.8998], [1.1412, 0.9954, 1.3067], [-0.0047, 2.7126, 0.0924]],
  "atomic_forces_ev_per_a": [[0.185, -0.027, 0.125], [0.079, 0.153, 0.404], [-0.149, 0.186, -0.243], [0.386, 0.163, 0.121], [0.090, 0.387, -0.184], [-0.309, -0.165, -0.078], [0.159, 0.031, 0.082], [-0.215, 0.193, 0.036], [0.115, -0.160, -0.482], [0.121, -0.248, 0.096], [-0.035, -0.056, -0.170], [-0.270, -0.169, 0.298], [-0.027, 0.001, -0.333], [-0.130, -0.288, 0.328]],
  "nbo_charge": [-0.841, -0.213, -0.427, -0.056, -0.717, 0.361, 0.360, 0.184, 0.164, 0.198, 0.202, 0.174, 0.151, 0.462],
  "multiplicity": 1,
  "largest_force_ev_per_a": 0.52,
  "smiles": "NCCCO",
  "relative_energy_kcal_mol": 21.72,
  "homo_ev": -9.36
}

=====

# 3
{
  "formula": "C6H3NOS2",
  "method": "ωB97M-V/def2-TZVPD",
  "elements": ["O", "C", "S", "S", "C", "N", "C", "C", "C", "C", "H", "H", "H"],
  "xyz": [[-2.4537, -0.3941, 1.1442], [-1.4986, 0.1403, 0.7133], [-1.0099, 1.9049, 1.0240], [0.6337, 1.6889, -0.2868], [0.8698, -0.0450, -0.3839], [2.0733, -0.4666, -0.7176], [1.9996, -1.8291, -1.1873], [0.8102, -2.5939, -0.9087], [-0.4113, -2.0707, -0.3417], [-0.3723, -0.7127, -0.0870], [2.9785, -2.1711, -1.6463], [0.9717, -3.5975, -1.2112], [-1.1989, -2.6475, 0.1033]],
  "atomic_forces_ev_per_a": [[-1.087, -0.074, 0.479], [2.563, -0.885, -1.361], [0.371, -1.940, -1.024], [0.720, 1.566, 0.317], [-1.589, 0.662, 1.141], [-1.521, -2.844, -1.942], [-1.195, 2.105, 2.152], [1.555, 1.294, -0.870], [2.300, 0.855, 0.450], [0.536, 0.843, 0.395], [-1.665, -0.018, 0.732], [-0.640, -1.018, 0.017], [-0.349, -0.547, -0.486]],
  "nbo_charge": [-0.516, 0.458, 0.097, 0.175, 0.065, -0.417, 0.037, -0.277, -0.128, -0.194, 0.229, 0.225, 0.244],
  "multiplicity": 1,
  "largest_force_ev_per_a": 3.76,
  "smiles": "O=c1ssc2ncccc12",
  "relative_energy_kcal_mol": 38.11,
  "homo_ev": -8.71
}

=====

# 4
{
  "formula": "C4H8N2O",
  "method": "ωB97M-V/def2-TZVPD",
  "elements": ["C", "C", "C", "N", "C", "O", "N", "H", "H", "H", "H", "H", "H", "H", "H"],
  "xyz": [[-0.3738, -1.2559, 0.7506], [0.1478, 1.0553, -1.1592], [-1.3387, 1.1552, -1.6184], [-0.7039, 1.7675, -0.5010], [1.0590, -1.0117, 0.2934], [1.5300, -1.5619, -0.6770], [1.7854, -0.1258, 1.0791], [-0.8359, -0.3935, 1.2494], [-0.9689, -1.5581, -0.1159], [-0.3703, -2.1090, 1.4355], [-1.5626, 1.7569, -2.4968], [-2.0052, 0.3101, -1.4462], [-0.8109, 2.2889, 0.3640], [1.7030, -0.2656, 2.0756], [2.7451, -0.0525, 0.7669]],
  "atomic_forces_ev_per_a": [[0.004, -0.149, -0.033], [-0.424, 0.692, 0.092], [-0.295, -0.123, -0.321], [0.369, -0.172, -0.036], [0.017, -0.281, 0.005], [-0.159, 0.133, 0.274], [0.171, -0.284, -0.009], [0.246, -0.265, -0.130], [0.138, 0.130, 0.133], [-0.014, 0.082, 0.046], [-0.035, 0.065, 0.248], [0.167, 0.123, 0.032], [0.000, -0.089, -0.364], [-0.151, 0.178, 0.005], [-0.033, -0.042, 0.058]],
  "nbo_charge": [-0.734, 0.179, -0.353, -0.595, 0.694, -0.584, -0.849, 0.215, 0.242, 0.235, 0.185, 0.180, 0.413, 0.378, 0.393],
  "multiplicity": 1,
  "largest_force_ev_per_a": 0.82,
  "relative_energy_kcal_mol": 98.80,
  "homo_ev": -9.03
}